Entry 1:
ORCA calculation (ωB97M-V/def2-TZVPD) on the ion C7H7Cl2N2S with charge +1 in a non-equilibrium geometry.

Results
LUMO in eV: -4.29
Kohn-Sham gap in eV: 7.7
Largest force on an atom in eV Å⁻¹: 5.1
Total charge: +1

Last columns: bonded neighbours and bond lengths (Å).
Atoms and positions in Å:
1 C -0.406 -0.860 2.055  C2 1.429, C3 1.390, H13 1.031
2 C -0.971 -0.948 0.745  C1 1.429, C5 1.403, H14 1.108
3 C 0.522 0.132 2.348  C1 1.390, C6 1.382, H15 1.057
4 C -0.079 1.269 0.245  C5 1.416, C6 1.443, N8 1.362
5 C -0.675 0.058 -0.187  C2 1.403, C4 1.416, S10 1.773
6 C 0.705 1.168 1.452  C3 1.382, C4 1.443, Cl11 1.680
7 C -0.268 -1.162 -2.382  N9 1.277, S10 1.720, H16 1.162
8 N 0.086 2.334 -0.587  C4 1.362, Cl12 1.762, H19 0.990
9 N 0.732 -1.627 -1.738  C7 1.277, H17 0.943, H18 1.036
10 S -1.514 -0.171 -1.732  C5 1.773, C7 1.720
11 Cl 1.696 2.466 1.846  C6 1.680
12 Cl -1.098 2.815 -1.800  N8 1.762
13 H -0.772 -1.571 2.706  C1 1.031
14 H -1.654 -1.718 0.334  C2 1.108
15 H 0.935 0.246 3.314  C3 1.057
16 H -0.234 -1.627 -3.446  C7 1.162
17 H 1.476 -2.131 -2.024  N9 0.943
18 H 0.654 -1.600 -0.705  N9 1.036
19 H 0.865 2.928 -0.444  N8 0.990

Entry 2:
ORCA calculation (ωB97M-V/def2-TZVPD) on an isolated molecule of C3H6O2S in a non-equilibrium geometry.

Results
Structure (SMILES): O[C@@H]1[C@H](O)[C@@H]1S
LUMO in eV: 0.69
Kohn-Sham gap in eV: 9.8
Largest force on an atom in eV Å⁻¹: 1.6

Last columns: bonded neighbours and bond lengths (Å).
Atoms and positions in Å:
1 C 0.587 -0.720 0.356  C2 1.518, C3 1.459, H5 1.085, O10 1.405
2 C -0.733 -0.096 0.771  C1 1.518, C3 1.515, H6 1.111, S12 1.823
3 C 0.492 0.733 0.446  C1 1.459, C2 1.515, H8 1.102, O11 1.396
4 H 0.076 -1.703 -1.239  O10 0.967
5 H 1.169 -1.276 1.082  C1 1.085
6 H -0.993 -0.314 1.829  C2 1.111
7 H -1.764 1.035 -1.032  S12 1.351
8 H 1.046 1.218 1.266  C3 1.102
9 H 0.969 0.898 -1.396  O11 0.970
10 O 0.818 -1.148 -0.963  C1 1.405, H4 0.967
11 O 0.491 1.446 -0.754  C3 1.396, H9 0.970
12 S -2.158 -0.074 -0.366  C2 1.823, H7 1.351

- Which value of largest force on an atom does entry 2 give?
  1.6 eV Å⁻¹